[1]
This record from the Open Molecules 2025 dataset describes a structure of composition C9H6LaN3O2S. The level of theory is wB97M-V/def2-TZVPD.

Geometry as XYZ:
```
22
Properties=species:S:1:pos:R:3:lowdin_charge:R:1
N 1.3295 -0.2862 2.5828 0.125
C 0.0996 -0.3278 2.8615 -0.217
C -0.8234 -0.9952 1.8579 -0.090
C -0.4529 -0.5304 0.4887 -0.114
C 0.1232 -1.3771 -0.3817 0.075
C 0.5294 -0.9214 -1.6622 -0.271
N 1.1350 -1.6139 -2.5950 -0.127
S 1.3397 -0.5403 -3.8251 0.682
N 0.6467 0.7961 -3.2952 -0.201
C 0.2866 0.4803 -2.0174 -0.297
C -0.2979 1.3339 -1.1376 0.094
C -0.6893 0.8608 0.1045 0.042
C -1.3737 1.8221 0.9430 -0.664
O -2.4216 2.2293 0.4145 0.231
O -0.9586 2.1716 2.0438 0.189
H 1.8254 0.1698 3.3460 0.071
H -0.3131 0.0905 3.7711 0.127
H -0.6407 -2.0585 1.9364 0.127
H -1.8728 -0.8181 2.0723 0.142
H 0.3060 -2.4028 -0.1224 0.144
H -0.4813 2.3662 -1.3836 0.159
La 2.7039 -0.4488 -6.0023 1.774
```

**Electronic energy**: -1090.1819 Ha
**HOMO energy**: -0.5225 Eh
**Total charge**: +2
**Spin multiplicity**: 1


[2]
This record from the Open Molecules 2025 dataset describes a structure of composition C21H24MoN6OS4Te. The level of theory is wB97M-V/def2-TZVPD.

Geometry as XYZ:
```
58
Properties=species:S:1:pos:R:3:lowdin_charge:R:1
Mo 0.2915 -0.5339 -0.1878 0.734
N 1.1315 1.2758 2.7472 0.152
C 2.1476 0.7674 2.0565 -0.655
N 2.0365 0.1515 0.8819 -0.115
C 3.2875 -0.1199 0.3302 -0.328
C 4.3338 0.1848 1.1186 -0.301
S 3.7919 0.8930 2.5975 1.131
C 3.2292 -0.5520 -1.0469 -0.325
C 4.2141 -0.7964 -1.9288 -0.299
S 3.5657 -1.0796 -3.5005 1.145
C 1.9654 -0.8430 -2.8837 -0.683
N 1.9367 -0.5990 -1.5764 -0.138
N 0.8992 -0.8634 -3.6801 0.120
H 0.2088 1.3915 2.3284 0.056
H 1.3284 1.7985 3.5839 0.122
H 5.3853 0.0593 0.9223 0.096
H 5.2792 -0.8011 -1.7695 0.097
H 1.0058 -1.1127 -4.6498 0.125
H -0.0294 -0.8512 -3.2900 0.005
C -3.9557 0.1176 0.4458 -0.035
N -3.9569 1.1178 1.5018 -0.165
C -5.2598 1.6562 1.8676 -0.019
C -2.8396 1.5640 2.0538 -0.326
O -1.6893 1.1595 1.8033 -0.288
H -4.7349 -0.6209 0.6325 0.105
H -2.9921 -0.3813 0.4041 0.034
H -4.1503 0.5926 -0.5183 0.100
H -5.8671 0.8836 2.3396 0.102
H -5.7757 2.0093 0.9749 0.103
H -5.1441 2.4862 2.5608 0.095
H -2.9940 2.3470 2.8062 0.152
S -0.6936 -2.1242 -1.2571 0.202
N -0.1230 -1.3077 1.6820 -0.482
S -1.1697 -1.2251 2.9411 1.129
C -0.1489 -1.2144 4.4161 -0.422
C -0.4406 -0.2387 5.3594 -0.093
C 0.2845 -0.2055 6.5415 -0.048
C 1.2855 -1.1414 6.7632 -0.039
C 1.5819 -2.0980 5.7988 -0.041
C 0.8544 -2.1480 4.6206 -0.068
C -1.8522 -2.8806 3.0727 -0.383
C -2.0173 -3.6429 1.9268 -0.086
C -2.6955 -4.8495 2.0186 -0.047
C -3.2131 -5.2674 3.2361 -0.044
C -3.0431 -4.4907 4.3752 -0.043
C -2.3656 -3.2845 4.2990 -0.069
H 0.5199 -2.0812 1.8448 0.036
H -1.2276 0.4797 5.1600 0.114
H 0.0585 0.5451 7.2868 0.120
H 1.8375 -1.1254 7.6932 0.121
H 2.3770 -2.8113 5.9683 0.121
H 1.0736 -2.9125 3.8836 0.120
H -1.6243 -3.3099 0.9740 0.031
H -2.8403 -5.4565 1.1354 0.119
H -3.7549 -6.2011 3.3004 0.120
H -3.4521 -4.8148 5.3222 0.121
H -2.2373 -2.6707 5.1814 0.117
Te -0.6536 1.5859 -1.0710 0.596
```

**Electronic energy**: -3146.9137 Ha
**HOMO energy (alpha / beta)**: -0.4959 / -0.4959 Eh
**Total charge**: +2
**Energy relative to the best compared isomer or geometry (same formula, charge and spin)**: 19.0 kcal/mol
**Spin multiplicity**: 1


[3]
This record from the Open Molecules 2025 dataset describes a cluster of 2 separate species, C4H6O2 in total. The level of theory is wB97M-V/def2-TZVPD.

Geometry as XYZ:
```
12
Properties=species:S:1:pos:R:3:lowdin_charge:R:1
C -1.0832 -1.0020 1.4267 0.024
C -1.4127 -0.9424 0.1491 -0.337
O -1.6338 -1.2978 -0.9485 0.132
H -1.2201 -1.9733 1.8878 0.077
H -0.8967 -0.2031 2.1107 0.058
C 1.4111 0.6331 -1.0514 -0.026
C 0.2704 0.8785 -0.1154 -0.355
O 0.4112 1.5083 0.9009 0.044
H 1.1717 -0.2189 -1.6699 0.071
H 2.3452 0.5056 -0.4915 0.095
H 1.4325 1.5312 -1.6849 0.097
H -0.7955 0.5808 -0.5137 0.120
```

**Electronic energy**: -306.4077 Ha
**HOMO energy**: -0.3433 Eh
**SMILES string**: C=C=O.CC=O
**Total charge**: 0
**Energy relative to the best compared isomer or geometry (same formula, charge and spin)**: 61.9 kcal/mol
**Spin multiplicity**: 1


[4]
This record from the Open Molecules 2025 dataset describes a structure of composition C13H52CsN26O13. The level of theory is wB97M-V/def2-TZVPD.

Geometry as XYZ:
```
105
Properties=species:S:1:pos:R:3:lowdin_charge:R:1
Cs 0.1558 -0.4096 0.3180 0.919
C 1.8789 0.4999 -4.6942 -0.883
O 1.4600 0.3844 -3.6089 0.068
N 1.6709 -0.3947 -5.5841 0.183
N 2.6637 1.4236 -5.0480 0.214
H 1.8989 -0.2433 -6.5563 0.125
H 1.6880 -1.2981 -5.1329 0.112
H 3.3125 1.2477 -5.8018 0.134
H 2.9699 1.9571 -4.2469 0.102
C -5.3078 -1.7316 -0.6424 -0.742
O -4.7508 -2.6837 -1.1823 0.001
N -6.2694 -1.8375 0.2389 0.179
N -4.9268 -0.5241 -0.9055 0.200
H -6.8596 -1.0428 0.4398 0.124
H -6.5178 -2.7824 0.4950 0.132
H -5.5488 0.2628 -0.7876 0.118
H -4.0438 -0.3259 -1.3540 0.088
C 4.7638 2.9909 -2.6150 -0.843
O 5.7477 2.4159 -3.0927 0.022
N 3.9796 2.4294 -1.7954 0.187
N 4.5005 4.2300 -2.8246 0.177
H 3.8758 1.4250 -1.7721 0.120
H 3.2288 2.8399 -1.2588 0.093
H 3.6158 4.6204 -2.5331 0.102
H 5.2927 4.6013 -3.3293 0.133
C 0.1331 1.2051 4.1478 -0.756
O -0.5199 0.6383 3.3337 -0.052
N 0.6195 2.3867 3.8714 0.213
N 0.4805 0.6110 5.2363 0.201
H 1.1242 2.8873 4.5888 0.121
H 0.3934 2.8839 3.0218 0.062
H 1.3723 0.7784 5.6799 0.126
H 0.2147 -0.3514 5.3887 0.077
C -2.2561 1.8859 -2.4873 -0.671
O -2.3689 1.3008 -1.3936 -0.054
N -3.2905 2.4253 -3.0952 0.171
N -1.1869 1.8977 -3.3094 0.190
H -3.2226 2.7269 -4.0567 0.115
H -4.2269 2.2742 -2.7483 0.122
H -1.2633 2.3689 -4.1995 0.110
H -0.2788 1.4959 -3.1248 0.073
C -1.0734 -2.2777 -3.1134 -0.803
O -0.4627 -2.4651 -2.0383 -0.071
N -0.5430 -2.2143 -4.2532 0.188
N -2.3367 -2.1315 -3.1548 0.203
H 0.4207 -2.5140 -4.2131 0.127
H -1.1439 -2.0923 -5.0558 0.128
H -2.6322 -1.9700 -4.1070 0.117
H -2.9203 -2.3802 -2.3689 0.089
C 1.2586 4.2774 0.6070 -0.766
O 0.7144 3.4684 1.3311 0.034
N 1.1750 4.2742 -0.7100 0.173
N 2.0200 5.1883 1.0319 0.202
H 1.3814 5.1099 -1.2383 0.112
H 0.4606 3.7380 -1.1813 0.111
H 2.5727 5.7159 0.3715 0.126
H 2.3369 5.1180 1.9883 0.141
C 0.8045 -2.8099 3.9403 -0.802
O 1.8430 -2.7753 3.3908 0.075
N 0.6249 -2.4359 5.1576 0.167
N -0.2951 -3.1067 3.3038 0.203
H 1.4873 -2.2418 5.6462 0.132
H -0.2776 -2.4873 5.6082 0.126
H -0.0696 -3.5544 2.4269 0.062
H -1.2086 -2.6802 3.3645 0.081
C 3.6027 -3.4680 0.2826 -0.840
O 4.3587 -3.3860 -0.6099 0.056
N 3.3413 -2.5056 1.0939 0.185
N 3.0841 -4.6404 0.5833 0.176
H 3.6589 -1.6042 0.7674 0.024
H 2.8499 -2.6443 1.9653 0.055
H 3.4785 -5.3486 -0.0191 0.113
H 2.1624 -4.6144 0.9955 0.092
C -2.6622 3.3823 1.6951 -0.718
O -2.7431 3.9468 2.7873 0.019
N -1.9663 2.3117 1.3277 0.159
N -3.2987 3.8206 0.6065 0.146
H -1.5075 1.7853 2.0575 0.049
H -1.9993 1.9933 0.3698 0.030
H -3.8834 4.6399 0.6891 0.112
H -2.8640 3.5099 -0.2506 0.072
C -3.3843 -1.2941 3.0015 -0.867
O -2.8736 -1.5070 1.9363 0.002
N -4.6068 -1.3981 3.2024 0.227
N -2.6433 -0.9242 3.9214 0.200
H -5.0918 -1.2026 4.0665 0.135
H -5.1661 -1.7227 2.4265 0.104
H -1.8036 -0.4344 3.6473 0.064
H -3.0308 -0.8257 4.8489 0.136
C 4.6028 0.3524 0.6359 -0.854
O 3.5064 -0.0314 0.5316 0.007
N 5.6559 -0.3082 0.3005 0.227
N 4.8434 1.5559 0.9932 0.186
H 6.5597 0.0809 0.5282 0.128
H 5.5002 -1.2439 -0.0464 0.115
H 4.1223 2.1784 1.3287 0.125
H 5.8353 1.7447 0.9686 0.121
C -1.5654 -4.3457 0.1876 -0.819
O -0.5235 -4.1057 0.7436 0.010
N -1.7609 -5.0727 -0.8409 0.192
N -2.6330 -3.6964 0.4587 0.188
H -2.6564 -4.9961 -1.3016 0.121
H -0.9610 -5.5601 -1.2187 0.132
H -3.4201 -3.6183 -0.1693 0.066
H -2.4566 -3.0269 1.1941 0.059
```

**Electronic energy**: -2948.6419 Ha
**HOMO energy**: -0.3715 Eh
**Total charge**: +1
**Energy relative to the best compared isomer or geometry (same formula, charge and spin)**: 209.0 kcal/mol
**Spin multiplicity**: 1